[1]
156
Properties=species:S:1:pos:R:3 method="wB97M-V/def2-TZVPD" homo_ha=-0.4099 charge=+1
C 8.116 -1.683 -0.694
C 7.478 -2.773 0.328
C 7.904 -2.513 1.853
C 7.259 -1.191 2.514
C 5.666 -1.070 2.357
C 5.173 -0.250 1.066
C 5.444 1.349 1.173
C 4.271 2.149 1.935
C 3.558 3.272 1.015
C 2.465 2.488 0.107
C 1.007 2.386 0.847
C -0.126 3.130 -0.012
C -1.188 2.191 -0.779
P -1.264 2.941 -2.576
N 0.371 2.822 -3.312
O -1.513 4.655 -2.479
C -2.642 2.397 -0.097
C -3.892 2.366 -1.125
C -4.433 3.853 -1.528
F -5.887 3.814 -1.520
N -2.948 1.418 1.009
C -2.216 1.786 2.251
C -3.216 1.785 3.540
O -4.290 2.447 3.511
Br -2.838 0.818 5.229
C -2.736 0.005 0.597
C -3.187 -1.077 1.717
F -4.453 -0.779 2.289
F -2.186 -1.246 2.748
C -3.194 -2.498 0.924
C -2.131 -3.653 1.291
C -2.143 -4.973 0.449
C -3.122 -5.257 -0.735
C -4.153 -4.138 -1.065
C -5.226 -4.246 -2.282
F -5.756 -5.543 -2.439
F -6.301 -3.311 -2.067
F -4.590 -3.790 -3.493
C -4.168 -2.808 -0.249
C -1.240 -0.223 0.063
N -0.773 0.756 -0.980
S -1.411 0.101 -2.527
H 7.789 -1.981 -1.759
H 9.258 -1.687 -0.568
H 7.678 -0.628 -0.528
H 7.921 -3.804 0.036
H 6.343 -2.845 0.200
H 9.051 -2.344 1.855
H 7.691 -3.455 2.487
H 7.841 -0.257 2.177
H 7.464 -1.278 3.653
H 5.282 -0.496 3.286
H 5.167 -2.113 2.429
H 5.630 -0.703 0.104
H 4.032 -0.401 0.989
H 5.717 1.790 0.144
H 6.408 1.446 1.806
H 4.712 2.636 2.875
H 3.457 1.371 2.184
H 4.291 3.770 0.269
H 3.030 4.092 1.610
H 2.878 1.409 -0.004
H 2.390 2.901 -0.959
H 0.844 1.274 1.039
H 1.086 2.904 1.867
H 0.441 3.782 -0.787
H -0.612 3.907 0.696
H 0.279 2.864 -4.337
H 0.785 1.900 -3.060
H -1.712 4.842 -1.533
H -2.700 3.438 0.407
H -3.756 1.690 -2.031
H -4.773 1.908 -0.524
H -4.140 4.015 -2.633
H -4.010 4.673 -0.849
H -1.757 2.840 2.242
H -1.331 1.077 2.488
H -3.433 -0.222 -0.302
H -1.347 -3.525 2.126
H -1.338 -5.743 0.726
H -3.089 -6.222 -1.364
H -4.904 -1.959 -0.512
H -1.236 -1.255 -0.467
H -0.562 -0.348 0.970
H 0.259 0.614 -1.082
H -2.723 -0.311 -2.342
C 4.566 3.995 5.888
Br 2.711 3.653 5.435
Br 5.538 2.353 6.235
Br 5.447 5.083 4.546
H 4.568 4.568 6.814
C -6.913 -3.222 -6.835
Br -7.314 -1.420 -6.242
Br -5.478 -3.248 -8.140
Br -6.553 -4.397 -5.336
H -7.803 -3.604 -7.334
C -5.295 -3.579 4.418
Br -5.723 -1.782 5.005
Br -3.865 -3.592 3.096
Br -4.903 -4.759 5.911
H -6.185 -3.972 3.928
C -5.144 -2.804 9.693
Br -7.010 -3.114 9.262
Br -4.182 -4.465 9.972
Br -4.272 -1.682 8.373
H -5.121 -2.261 10.636
C -8.093 4.591 0.985
Br -6.732 5.631 1.898
Br -8.779 3.162 2.103
Br -9.516 5.714 0.293
H -7.612 4.122 0.127
C -10.105 -1.230 -9.437
Br -11.386 -0.374 -10.615
Br -10.951 -2.528 -8.271
Br -8.625 -2.005 -10.422
H -9.689 -0.451 -8.798
C 10.221 1.539 -2.756
Br 10.991 1.414 -0.979
Br 10.701 0.018 -3.859
Br 8.302 1.805 -2.690
H 10.649 2.424 -3.228
C 14.846 1.884 -0.645
Br 15.516 1.344 1.092
Br 14.899 3.810 -0.872
Br 15.755 0.962 -2.089
H 13.799 1.587 -0.689
C -9.347 -3.086 0.638
Br -9.860 -4.354 -0.737
Br -7.419 -2.951 0.809
Br -10.169 -1.351 0.363
H -9.725 -3.471 1.584
C -2.259 -8.078 8.923
Br -2.577 -7.740 10.806
Br -3.370 -6.957 7.794
Br -0.380 -7.920 8.468
H -2.548 -9.110 8.730
C -9.184 -4.761 -13.185
Br -10.464 -3.904 -14.363
Br -10.033 -6.060 -12.019
Br -7.704 -5.537 -14.170
H -8.768 -3.982 -12.546
C 10.516 6.156 -2.796
Br 11.289 6.017 -1.024
Br 11.001 4.642 -3.909
Br 8.595 6.416 -2.728
H 10.941 7.043 -3.262
C 13.744 3.194 4.924
Br 11.888 2.855 4.473
Br 14.719 1.549 5.250
Br 14.619 4.298 3.591
H 13.748 3.757 5.856
C -7.563 2.613 -3.966
Br -8.273 2.577 -5.771
Br -8.819 3.386 -2.709
Br -6.962 0.860 -3.392
H -6.688 3.261 -3.981

[2]
121
Properties=species:S:1:pos:R:3 method="wB97M-V/def2-TZVPD" homo_ha=-0.2946
C 3.381 0.013 -0.184
C 2.089 -0.768 -0.375
O 2.028 -1.917 -0.005
N 0.953 -0.204 -1.030
C 1.334 0.715 -2.144
Si -0.208 0.520 0.062
O -1.516 0.940 -0.883
C -1.661 2.246 -1.349
O -1.334 2.499 -2.469
C -2.302 3.284 -0.488
C -2.769 4.435 -1.119
C -3.367 5.463 -0.411
C -3.541 5.347 0.967
C -3.078 4.202 1.602
C -2.469 3.184 0.891
O -0.540 -0.680 1.166
Si -1.789 -0.563 2.260
C -3.477 -0.260 1.537
C -4.576 -1.170 2.199
C -5.004 -2.323 1.269
I -5.027 -4.241 2.220
O -1.892 -2.120 2.969
C -0.727 -2.461 3.459
N 0.229 -2.728 4.045
P -1.326 0.791 4.019
N -1.702 0.135 5.416
P 0.801 2.263 1.073
N 1.113 3.429 0.037
H 3.229 1.072 -0.407
H 4.193 -0.408 -0.771
H 3.615 -0.046 0.880
H 1.653 1.714 -1.840
H 2.190 0.263 -2.655
H 0.523 0.712 -2.866
H -2.624 4.531 -2.187
H -3.686 6.333 -0.970
H -4.033 6.145 1.505
H -3.218 4.138 2.676
H -2.099 2.310 1.412
H -3.823 0.769 1.632
H -3.495 -0.487 0.469
H -4.290 -1.521 3.188
H -5.461 -0.549 2.344
H -6.014 -2.139 0.911
H -4.375 -2.413 0.387
H 0.074 1.037 3.983
H -2.034 2.013 3.901
H -2.099 -0.792 5.306
H 0.035 2.774 2.152
H 1.986 1.727 1.631
H 0.677 4.288 0.352
N -2.707 4.555 7.238
C -2.045 3.767 6.340
C -1.185 4.570 5.633
C -1.336 5.895 6.129
C -2.281 5.853 7.119
H -3.400 4.231 7.888
H -2.239 2.706 6.282
H -0.519 4.246 4.850
H -0.810 6.775 5.799
H -2.684 6.628 7.749
N 4.006 -3.642 -1.596
C 5.225 -4.248 -1.700
C 5.267 -4.901 -2.907
C 4.022 -4.673 -3.554
C 3.271 -3.889 -2.717
H 3.683 -3.092 -0.818
H 5.954 -4.167 -0.913
H 6.095 -5.477 -3.282
H 3.715 -5.042 -4.519
H 2.276 -3.487 -2.817
N 2.401 -0.641 -5.930
C 1.458 0.294 -6.265
C 1.984 1.085 -7.248
C 3.292 0.606 -7.525
C 3.518 -0.462 -6.698
H 2.293 -1.349 -5.227
H 0.500 0.320 -5.773
H 1.486 1.917 -7.717
H 3.987 1.003 -8.246
H 4.376 -1.103 -6.585
N 1.823 4.605 -4.469
C 2.348 3.707 -5.360
C 3.333 4.345 -6.066
C 3.405 5.680 -5.581
C 2.463 5.808 -4.595
H 1.081 4.409 -3.822
H 1.979 2.702 -5.411
H 3.934 3.904 -6.843
H 4.074 6.456 -5.916
H 2.195 6.647 -3.975
N 0.285 4.469 9.205
C 1.554 3.962 9.209
C 2.012 3.983 10.501
C 0.974 4.521 11.308
C -0.078 4.809 10.478
H -0.294 4.576 8.388
H 2.021 3.632 8.297
H 2.981 3.649 10.830
H 0.997 4.678 12.373
H -1.049 5.225 10.685
N -0.704 -4.112 -2.574
C -2.055 -3.897 -2.591
C -2.629 -4.885 -3.347
C -1.581 -5.732 -3.801
C -0.407 -5.230 -3.306
H -0.034 -3.536 -2.095
H -2.489 -3.063 -2.066
H -3.681 -4.990 -3.551
H -1.679 -6.609 -4.419
H 0.611 -5.570 -3.410
N -1.309 -10.565 -2.850
C -0.893 -11.512 -3.747
C 0.012 -10.924 -4.589
C 0.150 -9.569 -4.181
C -0.677 -9.380 -3.106
H -1.976 -10.717 -2.118
H -1.275 -12.518 -3.709
H 0.520 -11.409 -5.405
H 0.783 -8.820 -4.626
H -0.869 -8.507 -2.504

Q: Which max |F| values were calculated for the entries above? A: 5.99; 2.28, in eV/Å.